1.
This record from the Open Molecules 2025 dataset describes a structure of composition C9H13BF4OSSbSe4Tc in a non-equilibrium geometry. The level of theory is ωB97M-V/def2-TZVPD.

Values from the calculation:
HOMO energy: -15.4 eV
charge: +2
energy: -304082.5066 eV
energy above the lowest of the compared OMol25 structures with the same formula, charge and spin: 165.8 kJ/mol
M: 791.673 g mol⁻¹
gap between HOMO and LUMO: 6.3972 eV

Geometry as XYZ:
```
35
Properties=species:S:1:pos:R:3:mulliken_charge:R:1
Tc 4.417 -14.187 -5.476 0.82
C 4.562 -16.146 -4.473 -0.76
C 5.966 -15.756 -4.820 -0.34
C 5.977 -15.671 -6.219 -0.33
C 4.602 -15.995 -6.730 -1.05
C 3.779 -16.353 -5.594 0.48
H 4.227 -16.280 -3.445 0.49
H 6.672 -15.536 -4.120 0.57
H 6.807 -15.467 -6.855 0.52
H 4.241 -16.091 -7.700 0.63
H 2.744 -16.874 -5.634 0.38
Se 3.102 -11.897 -6.936 -0.17
Sb 4.881 -10.668 -5.396 1.29
Se 4.848 -8.735 -4.170 -0.25
Se 4.739 -13.064 -7.651 -0.02
Se 6.599 -11.525 -7.238 -0.09
O 3.451 -13.850 -3.697 -0.56
S 1.970 -14.454 -3.579 0.45
C 1.720 -14.394 -1.821 -0.40
C 0.816 -13.187 -1.560 -0.69
C 1.047 -12.242 -2.714 -0.53
C 0.947 -13.131 -3.935 -0.32
H 2.694 -14.373 -1.397 0.17
H 1.276 -15.392 -1.387 0.40
H 0.916 -12.731 -0.568 0.38
H -0.249 -13.500 -1.520 0.32
H 2.080 -11.831 -2.742 0.15
H 0.397 -11.396 -2.772 0.47
H 1.267 -12.655 -4.844 -0.07
H -0.100 -13.432 -4.019 0.44
F 5.300 -12.410 -4.412 -0.39
B 5.915 -12.664 -0.995 0.63
F 5.524 -12.139 0.108 -0.16
F 5.624 -13.997 -1.153 -0.26
F 6.583 -12.038 -1.955 -0.21
```

***

2.
This record from the Open Molecules 2025 dataset describes a structure of composition C9H13BN2Ti in a non-equilibrium geometry. The level of theory is ωB97M-V/def2-TZVPD.

Values from the calculation:
HOMO energy (alpha / beta): 1.4 / -1.1 eV
charge: -2
energy: -36308.9803 eV
energy above the lowest of the compared OMol25 structures with the same formula, charge and spin: 0.0 kJ/mol
M: 207.896 g mol⁻¹
spin multiplicity: 3
gap between HOMO and LUMO (alpha / beta): 4.0037 / 6.5239 eV

Geometry as XYZ:
```
26
Properties=species:S:1:pos:R:3:mulliken_spin:R:1
C 1.236 0.660 -1.801 0.11
C 0.801 1.830 -1.077 -0.01
C -0.626 1.884 -1.112 -0.04
C -1.100 0.790 -1.900 0.03
C 0.041 0.029 -2.348 -0.05
Ti 0.016 -0.832 -0.297 1.11
C 1.915 0.408 1.754 -0.06
C 3.090 -0.320 1.791 1.04
C 3.582 -1.379 1.229 -0.10
N -0.562 -2.295 -0.998 -0.12
H -1.239 2.661 -0.699 0.00
H 1.450 2.579 -0.665 0.00
H -2.124 0.598 -2.166 0.00
H 0.036 -0.749 -3.086 0.00
H 2.257 0.395 -2.050 0.01
H 1.854 1.480 1.426 -0.02
H 0.514 -2.676 -0.725 0.06
H 0.904 0.440 2.417 -0.05
H 4.642 -1.532 1.280 0.04
H 3.302 -2.165 0.639 -0.04
B -4.267 -0.402 1.727 0.00
C -2.824 -0.220 1.257 0.09
N -1.614 -0.093 0.899 -0.01
H -4.864 -1.112 0.924 0.01
H -4.810 0.697 1.809 0.00
H -4.252 -0.945 2.833 0.01
```